Density functional theory data (wB97M-V/def2-TZVPD) for a cluster of 2 separate species, C4H15BN2 in total in a non-equilibrium geometry.

ORCA input file:
```
! wB97M-V def2-TZVPD RIJCOSX def2/J DEFGRID3
* xyz 2 3
B 0.72035 0.59868 -0.53370
C 4.34640 -0.39289 0.28622
C -5.08672 -0.52338 -0.01130
C 1.98144 0.11339 0.30773
C -0.57621 0.20436 -0.13375
N 3.30846 0.26258 -0.45630
N -4.12799 0.48151 0.08992
H 0.98123 1.13198 -1.56662
H 4.82890 0.22303 0.97541
H 3.99089 -1.28931 0.91062
H 5.04669 -0.80835 -0.37092
H -6.12108 -0.27397 -0.01858
H -4.96602 -0.96564 -0.97570
H -4.75193 -1.36104 0.56620
H 1.99465 0.67816 1.29407
H 1.85421 -0.91881 0.75262
H -1.44582 0.66633 -0.40914
H -0.66669 -0.81029 0.38298
H 3.21220 -0.23417 -1.33585
H 3.58403 1.28238 -0.53314
H -3.67679 0.53591 0.99229
H -4.43018 1.39954 -0.21306
*
```

Output
LUMO level (alpha / beta)	-6.1 / -11.6	eV
orbital gap (alpha / beta)	0.391 / 0.253	Ha

Table of Mulliken atomic charges, one value per atom, all in e: -0.033, -0.933, -0.697, -0.708, -0.324, -0.101, -0.094, -0.036, 0.366, 0.306, 0.409, 0.351, 0.382, 0.358, 0.379, 0.342, 0.376, 0.215, 0.380, 0.374, 0.366, 0.322

***

Density functional theory data (wB97M-V/def2-TZVPD) for a cluster of 2 separate species, C2H3NO2 in total in a non-equilibrium geometry.

ORCA input file:
```
! wB97M-V def2-TZVPD RIJCOSX def2/J DEFGRID3
* xyz 0 1
C -1.19826 -0.12849 0.13506
C 0.22670 0.25160 0.35400
N -0.20458 -0.87890 -0.41504
O -2.37468 -0.01489 0.21741
O 0.84091 1.35255 -0.13527
H 1.15731 -0.19331 1.44198
H -0.11037 -1.44331 -1.26744
H 1.66298 1.05476 -0.33069
*
```

Output
LUMO level	0.6	eV
orbital gap	0.381	Ha

Table of Mulliken atomic charges, one value per atom, all in e: 0.383, -0.001, -0.259, -0.479, -0.431, 0.193, 0.266, 0.327

***

Density functional theory data (wB97M-V/def2-TZVPD) for an isolated molecule of C3H4NP in a non-equilibrium geometry.

ORCA input file:
```
! wB97M-V def2-TZVPD RIJCOSX def2/J DEFGRID3
* xyz 0 1
C -0.73172 0.75053 -0.10679
C -0.14246 0.82561 1.09558
C 0.38010 -1.13969 -0.79570
N -0.55279 -0.28473 -0.92842
P 0.98584 -0.33683 1.71516
H -1.46986 1.41159 -0.64516
H -0.22940 1.70989 1.63748
H 1.52501 -0.91633 -0.56844
H 0.23527 -2.02002 -1.40372
*
```

Output
LUMO level (alpha / beta)	-1.2 / -1.1	eV
orbital gap (alpha / beta)	0.242 / 0.242	Ha

Table of Mulliken atomic charges, one value per atom, all in e: -0.050, -0.419, -0.329, -0.421, -0.006, 0.376, 0.363, 0.203, 0.283

***

It is found that the electronic energy values, taken in the order of the records, are -294.9663, -283.1175, -512.6782 a.u..
It is found that the relative energy (zero: lowest compared OMol25 entry of this formula, charge and spin) values, taken in the order of the records, are 0.0, 88.2, 61.3 kcal/mol.